Record 1
{
  "formula": "H3OPS",
  "method": "ωB97M-V/def2-TZVPD",
  "total_energy_ev": -22216.3254,
  "e_above_lowest_ev": 4.012,
  "homo_lumo_gap_ev": [6.4969, 8.1985],
  "e_lumo_ev": [-1.56, -0.99],
  "homo_ev": [-8.061, -9.186],
  "largest_force_ev_per_a": 4.79,
  "elements": ["O", "P", "S", "H", "H", "H"],
  "positions_angstrom": [[0.667, -0.671, -0.462], [-0.819, 1.272, -0.228], [0.969, -1.570, 0.789], [-1.840, 0.474, -0.066], [-0.717, 1.325, -1.517], [1.740, -0.829, 1.483]]
}

---

Record 2
{
  "formula": "C26H48BrN3O6PS",
  "method": "ωB97M-V/def2-TZVPD",
  "total_energy_ev": -134652.1708,
  "total_charge": 1,
  "homo_lumo_gap_ev": 6.7279,
  "e_lumo_ev": -4.22,
  "homo_ev": -10.953,
  "largest_force_ev_per_a": 3.07,
  "elements": ["C", "C", "C", "N", "C", "C", "C", "S", "C", "C", "C", "O", "C", "O", "C", "P", "O", "Br", "N", "N", "C", "C", "C", "H", "H", "H", "H", "H", "H", "H", "H", "H", "H", "H", "H", "H", "H", "H", "H", "H", "H", "H", "H", "H", "H", "H", "H", "C", "C", "C", "O", "C", "H", "H", "H", "H", "H", "H", "H", "H", "C", "C", "C", "O", "C", "H", "H", "H", "H", "H", "H", "H", "H", "C", "C", "C", "O", "C", "H", "H", "H", "H", "H", "H", "H", "H"],
  "positions_angstrom": [[-0.649, 0.230, 0.073], [-0.774, 1.218, -1.193], [-2.168, 0.938, -1.901], [-2.024, 0.227, -3.225], [-2.656, -1.054, -3.241], [-4.118, -1.037, -3.018], [-4.860, -2.307, -2.981], [-6.633, -2.408, -2.666], [-4.058, -3.553, -3.194], [-4.813, -4.935, -3.122], [-4.718, -5.372, -1.592], [-5.343, -6.648, -1.352], [-5.108, -6.920, 0.014], [-5.484, -6.178, 0.876], [-2.627, -3.517, -3.443], [-1.792, -5.200, -3.725], [-0.479, -5.021, -4.783], [-0.917, -5.981, -1.769], [-1.965, -2.249, -3.460], [-0.597, -2.268, -3.693], [0.214, -2.451, -2.456], [1.661, -2.938, -2.919], [2.244, -4.118, -2.049], [-1.115, -0.753, -0.204], [0.422, 0.035, 0.364], [-1.138, 0.658, 0.993], [-0.727, 2.258, -0.762], [0.113, 1.124, -1.873], [-2.803, 0.389, -1.163], [-2.651, 1.948, -2.039], [-1.013, 0.116, -3.340], [-4.686, -0.092, -2.876], [-7.047, -1.095, -2.612], [-5.894, -4.815, -3.423], [-4.382, -5.699, -3.812], [-3.620, -5.472, -1.376], [-5.152, -4.522, -1.004], [-4.549, -7.844, 0.343], [-0.890, -5.165, -5.662], [-0.284, -1.481, -4.260], [-0.259, -3.132, -1.708], [0.365, -1.459, -1.942], [2.350, -2.054, -2.994], [1.532, -3.326, -3.964], [1.802, -4.194, -1.020], [3.362, -3.983, -2.024], [2.053, -5.116, -2.538], [-0.697, 5.181, 2.462], [0.687, 5.525, 1.951], [1.259, 4.156, 1.643], [0.153, 3.315, 1.264], [-1.069, 3.997, 1.589], [-1.410, 6.003, 2.389], [-0.639, 4.869, 3.508], [0.607, 6.113, 1.032], [1.290, 6.088, 2.664], [1.729, 3.714, 2.527], [1.992, 4.181, 0.835], [-1.529, 4.326, 0.649], [-1.752, 3.307, 2.088], [1.640, -2.697, 4.238], [2.135, -1.324, 3.825], [2.638, -1.585, 2.417], [1.832, -2.640, 1.875], [1.067, -3.224, 2.936], [0.909, -2.676, 5.047], [2.483, -3.317, 4.556], [1.298, -0.620, 3.800], [2.903, -0.917, 4.483], [3.680, -1.923, 2.425], [2.564, -0.704, 1.775], [0.024, -2.914, 2.806], [1.119, -4.312, 2.859], [6.183, 6.975, 2.953], [5.402, 8.075, 2.259], [4.055, 7.412, 2.037], [3.870, 6.479, 3.111], [5.114, 6.325, 3.810], [7.032, 7.337, 3.533], [6.555, 6.261, 2.212], [5.291, 8.932, 2.930], [5.862, 8.425, 1.335], [4.039, 6.850, 1.097], [3.232, 8.129, 2.028], [5.019, 6.829, 4.778], [5.305, 5.265, 3.989]]
}

---

Record 3
{
  "formula": "C3H12N2O2",
  "method": "ωB97M-V/def2-TZVPD",
  "total_energy_ev": -10380.2098,
  "e_above_lowest_ev": 1.340,
  "smiles": "NC[C@@H](N)CO.O",
  "homo_lumo_gap_ev": 10.0772,
  "e_lumo_ev": 0.70,
  "homo_ev": -9.375,
  "largest_force_ev_per_a": 1.62,
  "elements": ["N", "C", "C", "O", "C", "N", "H", "H", "H", "H", "H", "H", "H", "H", "H", "H", "H", "H", "O"],
  "positions_angstrom": [[0.363, 0.015, 2.132], [0.229, -0.009, 0.687], [-0.783, 1.006, 0.143], [-2.096, 0.614, 0.589], [1.631, 0.230, 0.075], [1.616, -0.133, -1.344], [0.415, 0.970, 2.485], [-0.408, -0.451, 2.574], [-0.106, -1.021, 0.435], [-0.659, 1.977, 0.619], [-0.723, 1.142, -0.939], [-2.524, 0.013, -0.047], [1.754, 1.309, 0.210], [2.407, -0.247, 0.670], [2.531, -0.029, -1.766], [1.572, -1.152, -1.376], [-1.783, -2.188, -1.639], [-1.556, -0.718, -1.404], [-1.880, -1.327, -2.103]]
}

---

Record 4
{
  "formula": "C15H19ClN4O3S",
  "method": "ωB97M-V/def2-TZVPD",
  "total_energy_ev": -51323.7973,
  "e_above_lowest_ev": 0.000,
  "smiles": "CCN(CC)S(=O)(=O)c1cc(C(=O)Nc2cc(C)[nH]n2)ccc1Cl",
  "homo_lumo_gap_ev": 9.2890,
  "e_lumo_ev": 0.43,
  "homo_ev": -8.862,
  "largest_force_ev_per_a": 1.16,
  "elements": ["C", "H", "H", "H", "C", "N", "S", "O", "O", "C", "C", "C", "C", "C", "C", "Cl", "H", "H", "C", "O", "N", "C", "N", "N", "C", "C", "H", "C", "H", "H", "H", "H", "H", "H", "C", "C", "H", "H", "H", "H", "H", "H", "H"],
  "positions_angstrom": [[-4.423, -1.699, -0.250], [-4.079, -1.922, -1.256], [-5.509, -1.652, -0.253], [-4.118, -2.500, 0.420], [-3.859, -0.354, 0.201], [-2.432, -0.219, 0.036], [-1.807, 0.575, -1.269], [-0.936, -0.287, -2.019], [-2.880, 1.218, -1.963], [-0.746, 1.817, -0.506], [0.594, 1.823, -0.834], [1.452, 2.746, -0.248], [0.937, 3.690, 0.634], [-0.408, 3.695, 0.956], [-1.250, 2.748, 0.388], [-2.916, 2.729, 0.774], [-0.812, 4.424, 1.641], [1.602, 4.423, 1.064], [2.896, 2.801, -0.622], [3.460, 3.836, -0.905], [3.552, 1.608, -0.679], [3.162, 0.373, -0.188], [2.252, 0.212, 0.761], [2.180, -1.109, 0.954], [3.023, -1.804, 0.161], [3.690, -0.868, -0.597], [4.441, -1.040, -1.339], [3.097, -3.286, 0.186], [3.971, -3.623, -0.362], [3.158, -3.652, 1.210], [2.210, -3.716, -0.279], [1.533, -1.474, 1.634], [4.494, 1.657, -1.050], [0.936, 1.098, -1.556], [-1.501, -0.953, 0.857], [-1.074, -2.298, 0.269], [-0.606, -2.132, -0.698], [-1.929, -2.952, 0.131], [-0.369, -2.790, 0.936], [-0.618, -0.315, 0.977], [-1.961, -1.093, 1.841], [-4.111, -0.169, 1.252], [-4.297, 0.437, -0.410]]
}

---

Record 5
{
  "formula": "C7H7NO3",
  "method": "ωB97M-V/def2-TZVPD",
  "total_energy_ev": -14995.6907,
  "e_above_lowest_ev": 9.906,
  "homo_lumo_gap_ev": [7.6441, 7.1352],
  "e_lumo_ev": [-0.89, -1.16],
  "homo_ev": [-8.538, -8.294],
  "largest_force_ev_per_a": 3.68,
  "elements": ["C", "C", "C", "C", "C", "C", "C", "N", "O", "O", "O", "H", "H", "H", "H", "H", "H", "H"],
  "positions_angstrom": [[-2.256, -1.030, 0.309], [-1.220, -1.615, -0.503], [-2.178, 0.086, 1.016], [-0.175, -0.833, -0.903], [-1.186, 1.132, 0.605], [-0.297, 0.500, -0.450], [2.291, 1.287, -0.368], [2.615, 0.010, 0.043], [2.668, -0.899, -0.837], [2.856, -0.188, 1.258], [-1.041, 1.499, -0.757], [-2.929, -1.726, 0.764], [-1.178, -2.738, -0.918], [-2.998, 0.363, 1.713], [0.783, -1.113, -1.435], [-0.692, 1.768, 1.274], [2.783, 1.565, -1.246], [2.155, 1.931, 0.435]]
}

---

Record 6
{
  "formula": "C4H7NaO2",
  "method": "ωB97M-V/def2-TZVPD",
  "total_energy_ev": -12770.2139,
  "e_above_lowest_ev": 1.441,
  "homo_lumo_gap_ev": [6.2558, 6.2551],
  "e_lumo_ev": [-0.02, -0.02],
  "homo_ev": [-6.280, -6.280],
  "largest_force_ev_per_a": 0.76,
  "elements": ["H", "O", "C", "C", "C", "C", "O", "Na", "H", "H", "H", "H", "H", "H"],
  "positions_angstrom": [[5.398, -1.198, -0.223], [-3.141, -0.711, 1.185], [-1.815, -0.443, 1.095], [-1.339, 0.462, 0.235], [0.126, 0.728, 0.048], [0.607, 0.328, -1.317], [1.766, 0.078, -1.584], [3.953, -0.292, -1.456], [-3.314, -1.325, 1.904], [-1.153, -1.044, 1.727], [-2.043, 1.001, -0.407], [0.743, 0.242, 0.817], [0.352, 1.809, 0.116], [-0.140, 0.365, -2.140]]
}